Record 1
The following is a DFT calculation (ωB97M-V with the def2-TZVPD basis set) of a molecular structure, C12H13I2IrNO6SY at a distorted geometry.

Calculated values
Expectation value of S²   6.016
Max |F|   0.18511 Eh/bohr
M   834.2 g/mol
Total energy   -57300.81484 eV

Structure (ORCA input):
```
! RIJCOSX wB97M-V def2-TZVPD def2/J DEFGRID3
* xyz 4 5
I -3.21 -1.72 -1.59
I -1.44 -3.55 -0.08
Y 0.22 -1.51 0.97
Ir -0.77 1.40 -0.56
S -0.13 -0.56 -1.46
C -0.09 2.60 -1.82
C -1.66 2.76 0.35
C 1.61 -0.44 -2.44
C 2.26 -1.82 -2.37
C 2.57 0.61 -1.92
C 1.06 -0.12 -3.84
C 1.41 -0.67 3.76
C 3.04 -1.18 1.09
O -2.19 3.67 0.85
O 0.30 3.37 -2.63
O 1.58 -0.76 4.89
O 4.18 -1.34 1.06
H 3.09 -1.86 -3.10
H 1.55 -2.63 -2.59
H 2.71 -2.00 -1.38
H 3.41 0.68 -2.63
H 2.98 0.33 -0.94
H 2.11 1.60 -1.84
H 1.85 -0.11 -4.60
H 0.58 0.87 -3.85
H 0.32 -0.88 -4.14
O -0.88 -1.78 2.91
C -1.66 -0.78 2.68
C -2.21 0.14 3.72
C -3.06 1.08 2.96
C -3.02 0.57 1.51
O -3.76 0.95 0.61
N -1.97 -0.39 1.42
H -2.72 -0.41 4.52
H -1.33 0.60 4.19
H -4.09 1.17 3.29
H -2.63 2.08 2.99
*
```

---

Record 2
The following is a DFT calculation (ωB97M-V with the def2-TZVPD basis set) of C6H8 in the gas phase at a distorted geometry.

Calculated values
Relative energy (zero: lowest compared OMol25 entry of this formula, charge and spin)   3.2665 eV
Max |F|   0.06319 Eh/bohr
SMILES string   C=CC1=C(C)C1
M   80.1 g/mol

Structure (ORCA input):
```
! RIJCOSX wB97M-V def2-TZVPD def2/J DEFGRID3
* xyz 0 1
C 1.94 0.62 0.05
C 0.51 0.92 0.11
C 2.15 -0.72 -0.11
C -0.71 1.75 -0.08
C -0.62 0.25 0.13
C -1.60 -0.89 0.01
H 2.69 1.35 0.33
H 3.14 -1.27 -0.06
H 1.48 -1.55 -0.20
H -0.85 2.39 0.73
H -0.97 1.96 -1.08
H -2.51 -0.67 0.49
H -1.41 -1.70 0.65
H -1.74 -1.17 -1.02
*
```

---

Record 3
The following is a DFT calculation (ωB97M-V with the def2-TZVPD basis set) of 4 unconnected molecules or ions with the total composition C5H7Br2Cl9 at a distorted geometry.

Calculated values
Relative energy (zero: lowest compared OMol25 entry of this formula, charge and spin)   0.4638 eV
Max |F|   0.06358 Eh/bohr
SMILES string   ClC(Cl)Cl.ClC(Cl)Cl.ClC(Cl)Cl.BrCCBr
M   546.0 g/mol

Structure (ORCA input):
```
! RIJCOSX wB97M-V def2-TZVPD def2/J DEFGRID3
* xyz 0 1
Br -0.51 2.45 -3.09
C -2.38 2.56 -2.64
C -2.59 2.22 -1.10
Br -4.48 2.49 -0.85
H -2.89 1.89 -3.31
H -2.59 3.60 -2.98
H -1.97 2.94 -0.58
H -2.25 1.22 -0.89
C 1.85 -3.50 -1.29
Cl 1.24 -4.45 -2.65
Cl 2.83 -2.21 -1.88
Cl 2.73 -4.52 -0.18
H 1.01 -3.05 -0.72
C 3.06 -0.23 2.89
Cl 3.05 0.88 1.55
Cl 2.57 -1.82 2.39
Cl 2.04 0.36 4.19
H 4.10 -0.38 3.22
C -0.93 -0.19 1.66
Cl -2.64 -0.40 1.99
Cl -0.44 1.50 2.01
Cl -0.44 -0.51 -0.03
H -0.35 -0.84 2.26
*
```

---

Record 4
The following is a DFT calculation (ωB97M-V with the def2-TZVPD basis set) of a molecular structure, C20H29AlClF4NO12S at a distorted geometry.

Calculated values
Max |F|   0.12504 Eh/bohr
M   645.9 g/mol
Total energy   -88059.11582 eV

Structure (ORCA input):
```
! RIJCOSX wB97M-V def2-TZVPD def2/J DEFGRID3
* xyz 2 1
C -1.27 -5.43 -3.28
C -1.85 -4.12 -2.54
O -1.91 -4.23 -1.10
C -3.16 -4.86 -0.70
C -4.37 -3.81 -0.46
O -4.22 -2.56 -1.17
C -3.49 -1.60 -0.37
C -2.73 -0.52 -1.33
O -1.37 -0.42 -0.81
C -1.32 0.85 -0.06
C 0.14 1.05 0.69
C -0.20 0.94 2.24
C -0.53 -0.56 2.77
C 0.12 -0.78 4.26
O -1.95 -0.78 2.88
O 0.85 -0.13 0.14
S 2.41 -0.26 0.67
O 2.62 -0.45 2.15
O 2.98 -1.52 0.02
C 3.21 1.29 -0.02
C 3.19 1.11 -1.61
O 4.53 1.50 -2.09
N 5.39 0.44 -1.95
O 6.33 0.77 -1.30
C 2.39 2.59 0.55
C 2.81 2.65 2.12
O 2.22 3.25 3.05
O 4.01 2.08 2.63
C 3.15 3.86 -0.06
F 4.59 3.70 -0.10
F 2.98 4.98 0.84
C 2.73 4.38 -1.51
F 2.35 5.76 -1.43
F 3.84 4.34 -2.42
C 0.84 2.46 0.23
C -0.09 3.75 0.36
C -0.14 4.59 1.69
O 0.30 5.78 1.67
Cl -0.85 4.10 3.31
H -0.13 -5.42 -3.18
H -1.60 -5.39 -4.39
H -1.71 -6.38 -2.79
H -2.95 -3.97 -2.91
H -1.27 -3.18 -2.83
H -2.96 -5.35 0.32
H -3.47 -5.71 -1.43
H -4.45 -3.55 0.67
H -5.34 -4.31 -0.83
H -2.67 -2.13 0.25
H -4.21 -1.07 0.35
H -3.30 0.48 -1.35
H -2.78 -0.96 -2.39
H -2.18 0.80 0.68
H -1.47 1.66 -0.89
H 0.57 1.37 2.97
H -1.18 1.53 2.42
H -0.10 -1.40 2.13
H 0.33 -1.92 4.32
H 1.14 -0.28 4.38
H -0.62 -0.54 5.10
H -2.34 -0.27 3.63
H 4.31 1.26 0.28
H 2.47 1.75 -2.20
H 3.05 0.03 -1.99
H 1.88 3.82 -2.03
H 0.83 2.30 -0.93
H 0.23 4.48 -0.48
H -1.20 3.54 0.09
Al -3.41 -5.39 -4.90
*
```

---

Record 5
The following is a DFT calculation (ωB97M-V with the def2-TZVPD basis set) of 3 unconnected molecules or ions with the total composition C5H7N3O6 at a distorted geometry.

Calculated values
Relative energy (zero: lowest compared OMol25 entry of this formula, charge and spin)   9.0764 eV
Max |F|   0.09690 Eh/bohr
M   205.1 g/mol

Structure (ORCA input):
```
! RIJCOSX wB97M-V def2-TZVPD def2/J DEFGRID3
* xyz 0 1
C 4.88 0.19 0.21
C -0.51 0.03 -1.35
C -0.57 1.44 0.65
C 0.46 1.02 -0.48
C -1.79 -0.16 -0.57
N 1.54 0.22 0.21
N -2.40 -2.16 0.25
N -1.76 0.64 0.46
O 5.28 -0.88 0.19
O 4.34 1.22 0.26
O 1.61 0.24 1.40
O 2.26 -0.45 -0.49
O -2.44 -3.13 -0.46
O -3.66 -1.81 0.79
H -0.70 0.54 -2.34
H -0.02 -0.88 -1.61
H 0.04 1.19 1.65
H -0.60 2.52 0.50
H 0.86 1.85 -0.97
H -2.43 0.73 1.19
H -4.37 -2.38 0.50
*
```

---

Record 6
The following is a DFT calculation (ωB97M-V with the def2-TZVPD basis set) of C26H24N2O4 in the gas phase.

Calculated values
Relative energy (zero: lowest compared OMol25 entry of this formula, charge and spin)   0.0039 eV
Max |F|   0.01436 Eh/bohr
SMILES string   O=C(Nc1ccccc1)Nc1ccc(-c2ccc(C(=O)[C@@H]3CCC[C@@H]3C(=O)O)cc2)cc1
M   428.5 g/mol

Structure (ORCA input):
```
! RIJCOSX wB97M-V def2-TZVPD def2/J DEFGRID3
* xyz 0 1
O -4.83 -0.75 0.28
C -5.18 0.33 -0.15
N -6.49 0.69 -0.37
C -7.63 -0.08 -0.12
C -7.62 -1.20 0.70
C -8.79 -1.90 0.93
C -9.98 -1.50 0.35
C -9.99 -0.38 -0.47
C -8.83 0.32 -0.71
H -8.85 1.20 -1.35
H -10.91 -0.06 -0.94
H -10.89 -2.05 0.53
H -8.77 -2.76 1.57
H -6.69 -1.52 1.15
H -6.66 1.55 -0.88
N -4.30 1.34 -0.49
C -2.91 1.30 -0.34
C -2.21 0.10 -0.34
C -0.84 0.10 -0.15
C -0.14 1.29 0.02
C -0.84 2.49 -0.03
C -2.21 2.50 -0.20
H -2.75 3.44 -0.22
H -0.32 3.43 0.10
C 1.31 1.25 0.26
C 2.18 2.16 -0.32
C 3.54 2.06 -0.12
C 4.07 1.02 0.65
C 3.20 0.14 1.27
C 1.84 0.25 1.08
H 1.17 -0.43 1.59
H 3.57 -0.64 1.92
C 5.55 0.90 0.73
O 6.28 1.86 0.66
C 6.08 -0.52 0.88
H 5.75 -0.88 1.86
C 7.60 -0.59 0.79
C 7.88 -2.00 0.30
H 7.74 -2.72 1.11
H 8.88 -2.13 -0.10
C 6.80 -2.20 -0.77
H 7.11 -1.69 -1.68
H 6.61 -3.25 -1.00
C 5.55 -1.50 -0.20
C 4.81 -0.80 -1.32
O 5.28 0.02 -2.07
O 3.55 -1.25 -1.45
H 3.10 -0.80 -2.18
H 4.86 -2.22 0.24
H 7.95 0.14 0.06
H 8.08 -0.37 1.75
H 4.23 2.75 -0.59
H 1.79 2.95 -0.96
H -0.31 -0.83 -0.17
H -2.74 -0.83 -0.46
H -4.68 2.27 -0.64
*
```

---

Q: What is the max |F| in the fifth record?
A: 0.09690 Eh/bohr

---

Repeat the sixth record exactly.
The following is a DFT calculation (ωB97M-V with the def2-TZVPD basis set) of C26H24N2O4 in the gas phase.

Calculated values
Relative energy (zero: lowest compared OMol25 entry of this formula, charge and spin)   0.0039 eV
Max |F|   0.01436 Eh/bohr
SMILES string   O=C(Nc1ccccc1)Nc1ccc(-c2ccc(C(=O)[C@@H]3CCC[C@@H]3C(=O)O)cc2)cc1
M   428.5 g/mol

Structure (ORCA input):
```
! RIJCOSX wB97M-V def2-TZVPD def2/J DEFGRID3
* xyz 0 1
O -4.83 -0.75 0.28
C -5.18 0.33 -0.15
N -6.49 0.69 -0.37
C -7.63 -0.08 -0.12
C -7.62 -1.20 0.70
C -8.79 -1.90 0.93
C -9.98 -1.50 0.35
C -9.99 -0.38 -0.47
C -8.83 0.32 -0.71
H -8.85 1.20 -1.35
H -10.91 -0.06 -0.94
H -10.89 -2.05 0.53
H -8.77 -2.76 1.57
H -6.69 -1.52 1.15
H -6.66 1.55 -0.88
N -4.30 1.34 -0.49
C -2.91 1.30 -0.34
C -2.21 0.10 -0.34
C -0.84 0.10 -0.15
C -0.14 1.29 0.02
C -0.84 2.49 -0.03
C -2.21 2.50 -0.20
H -2.75 3.44 -0.22
H -0.32 3.43 0.10
C 1.31 1.25 0.26
C 2.18 2.16 -0.32
C 3.54 2.06 -0.12
C 4.07 1.02 0.65
C 3.20 0.14 1.27
C 1.84 0.25 1.08
H 1.17 -0.43 1.59
H 3.57 -0.64 1.92
C 5.55 0.90 0.73
O 6.28 1.86 0.66
C 6.08 -0.52 0.88
H 5.75 -0.88 1.86
C 7.60 -0.59 0.79
C 7.88 -2.00 0.30
H 7.74 -2.72 1.11
H 8.88 -2.13 -0.10
C 6.80 -2.20 -0.77
H 7.11 -1.69 -1.68
H 6.61 -3.25 -1.00
C 5.55 -1.50 -0.20
C 4.81 -0.80 -1.32
O 5.28 0.02 -2.07
O 3.55 -1.25 -1.45
H 3.10 -0.80 -2.18
H 4.86 -2.22 0.24
H 7.95 0.14 0.06
H 8.08 -0.37 1.75
H 4.23 2.75 -0.59
H 1.79 2.95 -0.96
H -0.31 -0.83 -0.17
H -2.74 -0.83 -0.46
H -4.68 2.27 -0.64
*
```

---

Q: What is the M in the first record?
A: 834.2 g/mol